Entry 1:
This record from the OMol25 dataset describes a single C15H14BNO6 molecule in a non-equilibrium geometry. The level of theory is ωB97M-V with the def2-TZVPD basis set.

The geometry in ORCA input format:
```
! wB97M-V def2-TZVPD RIJCOSX def2/J DEFGRID3
* xyz 0 1
O -2.43511 -1.10185 0.09804
C -1.73535 -0.12635 0.14816
C -2.24294 1.24716 -0.21932
O -1.12726 2.21089 -0.19416
C -1.35940 3.44815 -0.81856
C -0.23698 4.26980 -1.01373
C -0.32209 5.53446 -1.44521
C -1.59923 5.96368 -1.97735
C -2.73570 5.24972 -1.78524
C -2.60815 3.94570 -1.22448
N -0.39118 -0.19088 0.53663
C 0.47249 -1.26932 0.59897
C -0.06297 -2.56501 0.75782
C 0.80136 -3.62338 0.88376
B 0.18608 -5.07965 1.15353
O -1.25664 -5.13899 1.31628
O 1.02455 -6.19625 1.34473
C 2.20059 -3.55364 1.00034
C 2.70852 -2.29056 0.77987
C 4.22441 -2.17507 0.66084
O 4.87865 -1.11397 0.65272
O 4.76151 -3.36092 0.40139
C 1.84660 -1.20424 0.61895
H -2.66359 1.27101 -1.18018
H -2.99845 1.55072 0.47166
H 0.71005 3.92759 -0.60812
H 0.57806 6.06822 -1.54829
H -1.63315 6.95158 -2.30246
H -3.72485 5.67598 -1.95708
H -3.47802 3.29350 -1.21554
H 0.05584 0.74226 0.73708
H -1.11210 -2.72584 0.75197
H -2.12402 -4.62268 1.37588
H 0.55811 -7.04969 1.37188
H 2.83363 -4.49892 1.07900
H 5.71016 -3.26843 0.23067
H 2.29659 -0.19478 0.51956
*
```

Results
Structure (SMILES): O=C(COc1ccccc1)Nc1cc(B(O)O)cc(C(=O)O)c1
Electronic energy in eV: -30235.6565

How is the electron density shared among the atoms? According to Mulliken, the charges in e are: O -0.637; C 0.226; C -0.388; O -0.288; C 0.480; C -0.387; C -0.513; C -0.544; C -0.585; C -0.152; N -0.151; C 0.437; C -0.364; C 0.321; B 0.646; O -0.724; O -0.534; C -0.704; C 0.148; C 0.351; O -0.613; O -0.424; C -0.737; H 0.469; H 0.390; H 0.316; H 0.411; H 0.384; H 0.351; H 0.320; H 0.228; H 0.535; H 0.375; H 0.293; H 0.333; H 0.350; H 0.383

Entry 2:
This record from the OMol25 dataset describes 2 unconnected molecules or ions with the total composition C15H14Cl2FNO2 in a non-equilibrium geometry. The level of theory is ωB97M-V with the def2-TZVPD basis set.

The geometry in ORCA input format:
```
! wB97M-V def2-TZVPD RIJCOSX def2/J DEFGRID3
* xyz 0 1
Cl -8.40068 -2.60347 -1.05462
C -7.26977 -2.52354 -2.31436
N -5.95329 -2.46827 -2.02615
F -5.55228 -2.34102 -0.61456
C -5.01056 -2.39835 -2.98601
Cl -3.37342 -2.32274 -2.54110
C -5.39249 -2.40539 -4.32338
C -6.74342 -2.45842 -4.65775
C -7.68868 -2.51949 -3.63758
H -4.60820 -2.36160 -5.06872
H -7.05810 -2.44774 -5.69637
H -8.75441 -2.56332 -3.82123
C -6.55778 1.59324 1.35662
C -6.98470 0.14708 1.28048
O -5.82032 -0.64196 1.58547
C -6.07379 -1.96870 1.78333
C -4.83456 -2.67536 1.95434
C -4.74480 -3.99980 2.35802
C -5.84422 -4.91968 2.31185
C -5.63083 -6.27298 2.52880
C -4.34986 -6.75421 2.85321
C -3.28988 -5.84752 3.03190
C -3.47664 -4.49745 2.79678
O -7.21788 -2.42125 1.81267
H -7.25177 2.22116 0.79282
H -6.57088 1.92039 2.40385
H -5.54486 1.72687 0.96179
H -7.78723 -0.05611 1.99862
H -7.33851 -0.12947 0.27945
H -3.92976 -2.08235 1.87491
H -6.82394 -4.51450 2.06507
H -6.46673 -6.96635 2.41926
H -4.18149 -7.82776 2.95027
H -2.30573 -6.21583 3.32443
H -2.66491 -3.77611 2.92553
*
```

Results
Electronic energy in eV: -49123.7922

How is the electron density shared among the atoms? According to Mulliken, the charges in e are: Cl -0.048; C 0.468; N 0.057; F -0.038; C 0.395; Cl -0.091; C -0.689; C -0.053; C -0.700; H 0.396; H 0.410; H 0.410; C -1.201; C 0.108; O -0.304; C 0.930; C -1.136; C 0.888; C -0.515; C -0.492; C -0.442; C -0.385; C -0.548; O -0.736; H 0.381; H 0.286; H 0.299; H 0.244; H 0.042; H 0.287; H 0.426; H 0.345; H 0.345; H 0.343; H 0.316

Entry 3:
This record from the OMol25 dataset describes a single C15H14F3N3O2S molecule. The level of theory is ωB97M-V with the def2-TZVPD basis set.

The geometry in ORCA input format:
```
! wB97M-V def2-TZVPD RIJCOSX def2/J DEFGRID3
* xyz 0 1
C -4.78591 -0.15267 0.46298
O -3.89880 0.55159 -0.37345
C -2.65740 0.84649 0.10333
C -2.18791 0.52079 1.37041
C -0.89700 0.84853 1.74630
C -0.05358 1.50054 0.85882
N 1.29456 1.76646 1.15058
C 2.07752 1.05495 2.00833
O 1.68939 0.46943 2.98757
C 3.56655 1.07959 1.65176
S 3.86925 1.10729 -0.14715
C 2.66015 -0.04120 -0.65870
N 2.27150 0.02611 -1.92218
C 1.27721 -0.75663 -2.30579
C 0.82033 -0.64688 -3.71687
C 0.66787 -1.63637 -1.40042
C 1.19357 -1.65463 -0.12139
C 0.64237 -2.60621 0.91517
F 1.37405 -2.68222 2.01720
F -0.60841 -2.27076 1.27643
F 0.55376 -3.85559 0.41413
N 2.18107 -0.86552 0.26262
C -0.52747 1.84693 -0.40551
C -1.81339 1.52565 -0.77768
H -5.69211 -0.29495 -0.12378
H -4.37944 -1.12836 0.74702
H -5.02543 0.41858 1.36530
H -2.81113 0.00079 2.07876
H -0.53563 0.57441 2.72292
H 1.77748 2.27297 0.41703
H 4.04582 1.97758 2.04322
H 4.03355 0.19839 2.08937
H -0.21200 -0.30126 -3.73940
H 1.45085 0.05566 -4.25282
H 0.85877 -1.62039 -4.20153
H -0.15408 -2.27070 -1.68465
H 0.12282 2.35731 -1.10280
H -2.18874 1.78431 -1.75512
*
```

Results
Structure (SMILES): COc1ccc(NC(=O)CSc2nc(C)cc(C(F)(F)F)n2)cc1
Electronic energy in eV: -43336.1907

How is the electron density shared among the atoms? According to Mulliken, the charges in e are: C -0.833; O -0.460; C 0.774; C -0.227; C -0.831; C 0.084; N -0.181; C 0.412; O -0.619; C -0.635; S -0.217; C 0.022; N -0.489; C 0.914; C -1.303; C -0.712; C 0.442; C 0.787; F -0.264; F -0.187; F -0.290; N -0.287; C -0.270; C -0.734; H 0.236; H 0.327; H 0.335; H 0.425; H 0.493; H 0.273; H 0.394; H 0.368; H 0.300; H 0.348; H 0.353; H 0.468; H 0.320; H 0.465

Entry 4:
This record from the OMol25 dataset describes a molecular structure, C15H14F6MgN5O4S4 in a non-equilibrium geometry. The level of theory is ωB97M-V with the def2-TZVPD basis set.

The geometry in ORCA input format:
```
! wB97M-V def2-TZVPD RIJCOSX def2/J DEFGRID3
* xyz 1 1
Mg -0.44363 -0.44574 0.19504
C 3.46666 2.05921 -1.30382
C 2.47362 1.02292 -1.76353
C 2.60771 -0.31183 -1.40385
C 1.68670 -1.26668 -1.83588
C 0.62108 -0.89477 -2.64405
C 0.49973 0.43677 -3.04060
C 1.40732 1.38139 -2.59620
H 4.04781 1.70412 -0.45267
H 2.96578 2.98723 -1.01843
H 4.16439 2.30192 -2.10842
H 3.44676 -0.61623 -0.78736
H 1.84005 -2.31090 -1.59527
H -0.05717 -1.64543 -3.03038
H -0.30711 0.73343 -3.70103
H 1.29606 2.41770 -2.89931
N 2.10350 1.30306 1.99687
C 1.13534 1.98982 1.35215
N 0.25149 1.43496 0.55650
C -0.59344 2.39994 -0.00368
C -0.33030 3.66520 0.35994
S 1.01376 3.70924 1.43993
C -1.67928 1.90523 -0.86959
C -2.59720 2.61072 -1.55016
S -3.67813 1.54503 -2.37298
C -2.81176 0.18997 -1.74961
N -1.79286 0.51852 -0.99542
N -3.14079 -1.08787 -2.04459
H 2.00044 0.29969 2.04289
H 2.54985 1.73006 2.79059
H -0.84431 4.57133 0.08165
H -2.71878 3.67968 -1.62044
H -3.97778 -1.29704 -2.55676
H -2.68469 -1.83811 -1.55216
F 1.73635 -4.22307 2.23730
C 0.85582 -4.27922 1.26277
F 1.45692 -4.41361 0.09515
F -0.01161 -5.24511 1.46014
S -0.03751 -2.66710 1.19749
O 0.98622 -1.60129 1.13601
O -0.83773 -2.59699 -0.02922
N -0.85688 -2.62610 2.52747
S -1.26895 -1.11220 2.86887
O -0.26791 -0.36038 3.55721
O -1.82317 -0.47839 1.64956
C -2.71764 -1.30123 3.99179
F -3.28522 -0.11169 4.05733
F -3.55865 -2.18649 3.49285
F -2.29089 -1.67967 5.17586
*
```

Results
Electronic energy in eV: -96511.5883

How is the electron density shared among the atoms? According to Mulliken, the charges in e are: Mg 1.833; C -1.687; C 0.350; C -0.078; C -0.635; C -0.410; C -0.527; C -0.156; H 0.351; H 0.314; H 0.447; H 0.396; H 0.520; H 0.406; H 0.509; H 0.444; N -0.205; C -0.121; N 0.139; C -0.620; C -0.287; S -0.176; C -0.273; C -0.231; S -0.199; C 0.017; N 0.772; N -0.293; H 0.110; H 0.256; H 0.475; H 0.473; H 0.227; H 0.117; F -0.176; C 0.535; F -0.168; F -0.169; S 0.772; O -0.699; O -0.720; N -0.498; S 1.321; O -0.650; O -0.831; C 0.572; F -0.179; F -0.196; F -0.173

E_LUMO? In order: 0.017, -0.055, 0.009, -0.090 Ha.
Gap between HOMO and LUMO? In order: 9.23, 3.91, 8.29, 8.76 eV.